1 | Density functional theory data (ωB97M-V/def2-TZVPD) for a structure of composition C11H21F3FeNO8S.

```
! wB97M-V def2-TZVPD RIJCOSX def2/J DEFGRID3
* xyz -1 5
Fe 0.051 -0.143 0.383
C 3.812 -0.056 -2.350
F 3.058 -0.877 -3.143
F 5.134 -0.327 -2.559
F 3.598 1.138 -2.791
S 3.161 -0.181 -0.610
O 3.414 -1.653 -0.301
O 3.966 0.659 0.290
O 1.704 0.207 -0.666
O 0.783 -5.070 1.987
C -0.354 -4.282 1.610
C -0.219 -2.740 1.803
O 0.679 -2.061 0.997
H -1.166 -4.725 2.185
H -0.710 -4.531 0.610
H -0.190 -2.403 2.840
H -1.190 -2.441 1.407
N -0.651 1.732 -0.538
C -0.526 2.041 -1.842
C -0.891 3.199 -2.472
C -1.551 4.178 -1.714
C -1.806 3.858 -0.375
C -1.403 2.631 0.117
H 0.010 1.386 -2.513
H -0.750 3.191 -3.543
H -1.938 5.048 -2.223
H -2.317 4.623 0.192
H -1.781 2.395 1.101
C 1.569 0.562 3.323
O 0.982 1.092 2.095
H 1.092 0.995 4.202
H 1.470 -0.521 3.389
H 2.645 0.728 3.374
H 1.466 1.904 1.930
C -0.332 -1.641 -2.534
O -1.019 -0.867 -1.503
H 0.456 -1.040 -2.988
H -0.018 -2.543 -2.008
H -0.865 -2.001 -3.414
H -1.961 -1.019 -1.604
C -3.113 -0.114 1.011
O -1.848 0.016 1.703
H -3.060 -0.656 0.066
H -3.793 -0.678 1.649
H -3.635 0.815 0.786
H -1.962 0.175 2.643
*
```

As for the HOMO energy (spin up / spin down): -0.0440 / -0.0438 Eh. The HOMO-LUMO gap (spin up / spin down) is 2.7463 / 2.6932 eV. As for the expectation value of S²: 6.01.

Atom charges from the Löwdin analysis, given in e for atoms 1 to 5: 0.767 -0.657 0.088 0.116 0.143

=====

2 | Density functional theory data (ωB97M-V/def2-TZVPD) for a structure of composition C11H21F3FeNO8S.

```
! wB97M-V def2-TZVPD RIJCOSX def2/J DEFGRID3
* xyz -1 5
Fe -0.387 -0.146 0.145
C -0.442 3.863 -2.102
F 0.269 4.290 -1.041
F -1.096 4.893 -2.616
F 0.452 3.448 -3.020
S -1.502 2.445 -1.562
O -2.319 3.074 -0.527
O -2.280 2.004 -2.709
O -0.505 1.448 -1.095
O -3.465 0.930 4.029
C -2.278 0.242 3.915
C -1.975 -0.387 2.547
O -1.763 0.490 1.465
H -2.311 -0.543 4.706
H -1.401 0.843 4.251
H -2.642 -1.229 2.294
H -0.972 -0.834 2.769
N 1.318 -0.691 -1.164
C 2.255 0.181 -1.547
C 3.316 -0.078 -2.394
C 3.488 -1.382 -2.855
C 2.582 -2.335 -2.398
C 1.579 -1.951 -1.526
H 2.159 1.224 -1.268
H 4.007 0.740 -2.538
H 4.364 -1.620 -3.443
H 2.717 -3.344 -2.761
H 0.996 -2.751 -1.085
C -3.175 -1.477 -1.047
O -1.787 -1.231 -1.299
H -3.402 -2.542 -1.130
H -3.441 -1.139 -0.046
H -3.812 -0.905 -1.721
H -1.704 -1.135 -2.252
C 1.355 2.246 1.505
O 1.355 0.829 1.249
H 1.386 2.782 0.560
H 0.469 2.434 2.112
H 2.205 2.651 2.064
H 1.955 0.408 1.869
C 1.063 -2.541 1.746
O -0.121 -2.272 1.023
H 1.517 -1.639 2.140
H 0.825 -3.175 2.602
H 1.836 -3.068 1.177
H -0.684 -3.048 0.979
*
```

As for the HOMO energy (spin up / spin down): -0.0541 / -0.0539 Eh. The HOMO-LUMO gap (spin up / spin down) is 3.2238 / 3.1869 eV. As for the expectation value of S²: 6.01.

Atom charges from the Löwdin analysis, given in e for atoms 1 to 5: 0.753 -0.664 0.104 0.146 0.097

=====

Last place for stability: 1

=====

1 | Density functional theory data (ωB97M-V/def2-TZVPD) for the molecule C6H7ClO.

```
! wB97M-V def2-TZVPD RIJCOSX def2/J DEFGRID3
* xyz 0 1
C -2.995 -0.103 0.141
C -1.686 -0.104 0.352
C -0.757 -1.184 -0.136
O -1.198 -2.246 -0.513
C 0.711 -0.802 -0.131
Cl 1.781 -2.111 0.255
C 1.066 0.482 -0.165
C 2.485 0.970 -0.205
H -3.476 0.708 0.608
H -3.525 -0.736 -0.605
H -1.200 0.543 1.104
H 0.273 1.183 -0.339
H 3.277 0.190 -0.263
H 2.627 1.814 -0.892
H 2.616 1.394 0.788
*
```

As for the HOMO energy: -0.3554 Eh. The HOMO-LUMO gap is 9.6554 eV. The SMILES is C=CC(=O)/C(Cl)=C/C.

Atom charges from the Löwdin analysis, given in e for atoms 1 to 5: 0.057 -0.121 -0.438 0.081 -0.606

=====

2 | Density functional theory data (ωB97M-V/def2-TZVPD) for the molecule C6H7ClO.

```
! wB97M-V def2-TZVPD RIJCOSX def2/J DEFGRID3
* xyz 0 1
C -2.067 -0.191 -0.119
C -0.644 0.401 -0.133
Cl -0.298 2.118 0.150
C 0.308 -0.567 0.520
C 1.542 -0.088 1.034
C 2.213 0.530 -0.016
O 1.466 0.617 -1.287
C 0.300 -0.147 -0.915
H -2.511 -0.345 1.014
H -2.929 0.460 -0.637
H -2.184 -1.165 -0.676
H -0.239 -1.568 0.759
H 1.909 -0.061 2.169
H 3.303 0.899 -0.241
H -0.170 -0.894 -1.623
*
```

As for the HOMO energy: -0.3135 Eh. The HOMO-LUMO gap is 9.3225 eV. The SMILES is C[C@@]1(Cl)[C@@H]2C=CO[C@@H]21.

Atom charges from the Löwdin analysis, given in e for atoms 1 to 5: -0.084 -0.803 0.739 -0.236 -0.088

=====

3 | Density functional theory data (ωB97M-V/def2-TZVPD) for the molecule C6H7ClO.

```
! wB97M-V def2-TZVPD RIJCOSX def2/J DEFGRID3
* xyz 0 1
C -2.298 1.196 0.134
C -1.586 -0.066 -0.154
Cl -2.843 -1.367 -0.122
C -0.263 -0.221 -0.058
C 0.989 0.668 -0.261
C 2.113 0.008 -0.019
C 1.802 -1.466 -0.032
O 0.323 -1.514 0.158
H -2.927 1.532 -0.617
H -2.571 1.136 1.305
H -1.502 1.829 0.225
H 0.920 1.807 -0.589
H 3.165 0.498 0.157
H 2.351 -1.922 -0.855
H 2.328 -2.118 0.729
*
```

As for the HOMO energy: -0.3069 Eh. The HOMO-LUMO gap is 9.1327 eV. The SMILES is C/C(Cl)=C1\C=CCO1.

Atom charges from the Löwdin analysis, given in e for atoms 1 to 5: -0.146 -0.618 0.598 -0.240 -0.037

=====

Last place for stability: 2

=====

1 | Density functional theory data (ωB97M-V/def2-TZVPD) for the ion C3H6N5O3 with charge +1.

```
! wB97M-V def2-TZVPD RIJCOSX def2/J DEFGRID3
* xyz 1 1
C 1.703 -1.875 0.704
N 0.792 -1.705 -0.142
C -0.137 -0.783 -0.351
N -1.097 -1.043 -1.167
O -2.090 -0.372 -1.509
C 0.011 0.534 0.253
N -1.013 1.419 0.036
N -1.815 1.756 0.902
N 1.236 1.250 -0.838
O 0.916 1.133 -1.959
O 2.121 1.724 -0.268
H 2.353 -2.751 0.537
H 1.860 -1.425 1.722
H -0.818 -1.912 -1.638
H 0.427 0.480 1.356
H -2.566 2.503 0.740
H -1.884 1.068 1.620
*
```

As for the HOMO energy (spin up / spin down): -0.4762 / -0.4762 Eh. The HOMO-LUMO gap (spin up / spin down) is 6.4573 / 6.4587 eV. The SMILES is C=N/C(=[NH+]/[O-])[C@H](N=[NH2+])[N+](=O)[O-].

Atom charges from the Löwdin analysis, given in e for atoms 1 to 5: 0.038 0.063 -0.339 -0.032 0.005

=====

2 | Density functional theory data (ωB97M-V/def2-TZVPD) for the ion C3H6N5O3 with charge +1.

```
! wB97M-V def2-TZVPD RIJCOSX def2/J DEFGRID3
* xyz 1 1
O -3.881 1.697 0.316
N -3.097 1.054 -0.254
N -2.735 -0.074 -0.400
C -1.827 -0.883 -0.856
N -0.625 -1.066 -0.304
C 0.006 -0.248 0.722
N 1.257 0.274 0.243
C 1.613 1.509 -0.213
O 2.702 1.754 -0.663
N 0.684 2.572 -0.126
O -0.523 2.507 0.193
H -2.122 -1.563 -1.649
H -0.080 -1.847 -0.653
H -0.659 0.573 1.001
H 0.197 -0.878 1.601
H 2.028 -0.378 0.161
H 1.086 3.488 -0.362
*
```

As for the HOMO energy (spin up / spin down): -0.4830 / -0.5198 Eh. The HOMO-LUMO gap (spin up / spin down) is 6.5809 / 9.3341 eV. The SMILES is O=N/N=C\NCNC(=O)[NH+]=O.

Atom charges from the Löwdin analysis, given in e for atoms 1 to 5: 0.238 -0.027 0.170 -0.035 0.115

=====

Last place for stability: 1